The following is a quantum chemistry calculation of a molecular structure, C38H35ClN2Si2Y at a distorted geometry, from the OMol25 dataset.

Each line ends with the Mulliken charge.
Positions of all 79 atoms, in Å:
1 C -2.1161 -1.0925 3.7553  -0.326
2 C -2.6991 -0.7675 2.4900  -0.580
3 C -2.8737 -1.9901 1.7685  -0.682
4 H -3.0680 0.2149 2.1837  0.665
5 C -2.3789 -3.0572 2.5690  -0.536
6 C -1.9021 -2.5021 3.7943  -0.549
7 H -1.5124 -3.0658 4.6420  0.544
8 H -1.9557 -0.3976 4.5834  0.486
9 H -3.3823 -2.0967 0.8116  0.585
10 H -2.4191 -4.1165 2.3196  0.467
11 Y -0.3227 -1.6421 2.0030  0.569
12 Si 1.8516 2.0613 -0.5578  0.439
13 C 0.5911 3.3460 -1.0165  0.572
14 C 0.7906 4.1787 -2.1305  -0.490
15 H 1.7307 4.1200 -2.6866  0.374
16 C -0.2076 5.0701 -2.5396  -0.576
17 H -0.0524 5.6845 -3.4318  0.430
18 C -1.4024 5.1777 -1.8146  -0.598
19 H -2.1904 5.8608 -2.1416  0.403
20 C -1.5841 4.4020 -0.6635  -0.774
21 H -2.4985 4.4895 -0.0700  0.418
22 C -0.5886 3.5003 -0.2640  0.102
23 H -0.7472 2.8975 0.6416  0.374
24 C 1.0392 0.3472 -0.6092  1.738
25 C -0.3777 0.2141 -0.6148  -0.040
26 H -0.9728 1.1077 -0.8003  0.309
27 C -1.0824 -1.0296 -0.5146  -0.735
28 H -2.1722 -1.0507 -0.5818  0.823
29 C -0.2974 -2.2533 -0.3565  -1.548
30 H -0.7705 -3.2317 -0.2408  0.512
31 C 1.1348 -2.1010 -0.6221  -0.358
32 H 1.7286 -3.0077 -0.7134  1.345
33 C 1.7845 -0.8404 -0.6086  -2.342
34 H 2.8758 -0.7959 -0.5952  0.570
35 H 2.1247 2.2794 0.8813  -0.275
36 Si -0.0577 -1.4899 -2.0200  0.896
37 C 0.1051 -2.9114 -3.2955  0.583
38 C -0.8010 -2.9545 -4.3584  -0.355
39 H -1.6626 -2.2843 -4.3640  0.351
40 C -0.5822 -3.8097 -5.4427  -0.809
41 H -1.2735 -3.8112 -6.2867  0.405
42 C 0.5374 -4.6514 -5.4473  -0.451
43 H 0.7224 -5.3092 -6.2958  0.380
44 C 1.4304 -4.6438 -4.3688  -0.809
45 H 2.3001 -5.3063 -4.3718  0.393
46 C 1.2139 -3.7711 -3.2984  -0.383
47 H 1.9365 -3.7481 -2.4851  0.227
48 C -0.3942 -0.0928 -3.3196  0.407
49 C -1.7007 0.3559 -3.5056  -0.155
50 H -2.5411 -0.1235 -2.9919  0.367
51 C -1.9539 1.4385 -4.3574  -0.708
52 H -2.9828 1.7679 -4.5128  0.429
53 C -0.8906 2.0913 -4.9848  -0.545
54 H -1.0797 2.9528 -5.6280  0.445
55 C 0.4169 1.6456 -4.7788  -0.703
56 H 1.2536 2.1630 -5.2469  0.471
57 C 0.6683 0.5451 -3.9555  -0.596
58 H 1.6959 0.2050 -3.7939  0.431
59 H 3.0698 2.3350 -1.2281  -0.217
60 Cl 0.8448 -3.8415 2.1471  -0.505
61 N -0.0391 0.8463 2.2853  0.985
62 C 0.5921 1.3204 3.4962  0.304
63 C 0.8359 2.6686 3.7035  -0.326
64 C 1.5176 3.0648 4.8725  -0.938
65 C 1.9323 2.1298 5.8087  -0.797
66 C 1.7235 0.7352 5.6060  0.345
67 C 2.0665 -0.2764 6.5286  -0.560
68 C 1.8326 -1.6049 6.2137  -1.020
69 C 1.2870 -1.9270 4.9658  -0.042
70 N 0.9377 -0.9951 4.0604  0.215
71 C 1.0898 0.3325 4.3865  0.113
72 H -0.9751 1.2349 2.1551  0.172
73 H 0.4953 1.2071 1.4898  -0.901
74 H 0.5270 3.3972 2.9471  0.489
75 H 1.7081 4.1258 5.0389  0.397
76 H 2.4317 2.4434 6.7286  0.414
77 H 2.5009 0.0130 7.4853  0.433
78 H 2.0597 -2.4189 6.8968  0.408
79 H 1.1239 -2.9618 4.6521  0.446

Cartesian forces, eV/Å:
-0.62 -0.28 -0.29
-0.30 -0.56 0.52
-0.08 0.02 0.56
0.22 -0.38 0.07
-0.38 0.39 0.32
-0.71 0.23 -0.20
-0.04 0.19 -0.37
0.13 -0.25 -0.42
0.20 -0.02 0.30
0.18 0.38 0.04
0.49 0.70 0.92
-1.47 -0.04 0.97
-0.23 0.35 -0.11
-0.40 -0.05 0.05
-0.36 -0.01 0.09
-0.07 0.04 0.13
-0.06 -0.20 0.36
0.27 -0.25 0.03
0.32 -0.21 0.11
0.22 -0.13 0.07
0.30 0.03 -0.25
-0.20 0.24 -0.34
0.04 0.33 -0.40
1.63 0.16 0.36
-1.02 0.59 0.70
0.05 -0.37 -0.14
-0.90 0.89 1.01
0.53 -0.01 0.08
-1.44 -1.50 1.81
0.23 0.37 -0.16
0.52 -0.83 -0.95
-0.35 0.31 0.14
0.73 2.12 1.19
-0.29 -0.15 -0.16
0.14 -0.01 0.24
0.67 -1.25 -7.05
0.03 0.15 0.89
0.14 -0.22 -0.47
0.24 -0.19 -0.11
0.14 -0.07 0.25
0.18 -0.04 0.26
-0.01 0.16 0.23
-0.07 0.15 0.20
-0.21 0.10 -0.10
-0.30 0.25 -0.01
-0.15 -0.20 -0.44
-0.14 -0.07 -0.27
0.33 -0.38 1.21
-0.14 0.45 -0.37
0.24 0.14 -0.15
0.06 -0.20 0.14
0.32 -0.04 0.01
0.02 -0.10 0.08
0.06 -0.28 0.19
0.01 -0.06 0.04
-0.22 -0.11 0.03
-0.08 0.29 -0.21
-0.29 0.10 -0.12
1.01 -0.26 -0.82
0.44 -0.41 0.11
0.10 0.22 -0.42
0.42 0.54 -0.17
-0.06 -0.93 0.08
0.26 -0.19 0.59
-0.13 0.21 -0.14
-0.50 0.33 -0.88
0.00 -0.56 -0.01
0.14 0.53 0.32
-0.25 0.91 -1.13
0.16 -0.41 0.90
0.14 -0.32 0.51
0.20 -0.09 0.33
0.00 -0.15 0.26
0.05 -0.22 0.36
-0.03 -0.34 0.01
-0.16 -0.01 -0.32
-0.05 -0.14 -0.20
0.03 0.27 -0.04
0.14 0.33 0.15

The value obtained for the calculated total energy is -72269.2578 eV. The relative energy (zero: lowest compared OMol25 entry of this formula, charge and spin) comes out at 26.0 kJ/mol. Its HOMO-LUMO gap (alpha / beta) is 5.6 / 6.3 eV. The calculation puts the HOMO energy (alpha / beta) at -0.3489 / -0.3585 Ha. Its total charge is +1.

***

The following is a quantum chemistry calculation of a molecular structure, C38H36BCrN8S4SbSe at a distorted geometry, from the OMol25 dataset.

Each line ends with the Mulliken charge.
Positions of all 90 atoms, in Å:
1 Cr -0.2012 -0.4773 -0.7878  1.200
2 C -4.9810 -1.1846 2.8400  -1.445
3 C -3.8876 -0.2297 2.4570  0.900
4 C -3.8050 1.1512 2.6635  -1.600
5 C -2.5326 1.5248 2.1783  -0.049
6 N -1.8910 0.4662 1.6723  0.842
7 N -2.7799 -0.6111 1.8098  0.478
8 B -2.3340 -2.0286 1.3050  -1.048
9 N -0.8013 -2.2199 1.5990  -0.227
10 N 0.2529 -1.7000 0.8067  1.405
11 C 1.4096 -2.0702 1.4048  -0.700
12 C 1.1199 -2.8128 2.5625  -1.178
13 C -0.2603 -2.8669 2.6539  0.372
14 C -1.1456 -3.4896 3.6953  -1.388
15 C 2.7404 -1.7405 0.9503  1.208
16 C 3.8258 -2.0569 1.8051  -0.768
17 C 5.1227 -1.7989 1.4183  -0.819
18 C 5.3639 -1.2097 0.1754  -0.359
19 C 4.3024 -0.9186 -0.6842  -0.896
20 C 3.0045 -1.1941 -0.3230  0.393
21 N -2.5721 -2.2079 -0.2399  1.602
22 N -1.5171 -2.1060 -1.1653  -0.240
23 C -1.9584 -2.6641 -2.3088  0.493
24 C -3.2434 -3.1930 -2.1200  -1.148
25 C -3.5858 -2.8998 -0.7977  0.595
26 C -4.8386 -3.2109 -0.0558  -1.325
27 C -1.1767 -2.9304 -3.5249  -0.738
28 C 0.0114 -3.6850 -3.4765  0.329
29 C 0.6709 -3.9443 -4.6681  -0.603
30 C 0.1698 -3.4628 -5.8852  -0.386
31 C -1.0035 -2.7175 -5.9284  -0.700
32 C -1.6918 -2.4790 -4.7497  -0.163
33 C -1.9800 2.8895 2.3298  0.084
34 C -2.5965 3.9711 1.6824  -0.291
35 C -2.2038 5.2718 1.9777  -0.755
36 C -1.1954 5.4925 2.9134  -0.332
37 C -0.5672 4.4123 3.5563  -0.740
38 C -0.9249 3.1167 3.2458  0.167
39 H -5.5642 -0.7823 3.6745  0.407
40 H -4.5818 -2.1566 3.1393  0.266
41 H -5.6749 -1.3402 2.0073  0.153
42 H -4.5245 1.7992 3.1553  0.449
43 H -2.9800 -2.8602 1.9047  -0.346
44 H 1.8390 -3.2036 3.2608  0.433
45 H -0.4951 -3.9296 4.4594  0.403
46 H -1.7582 -4.2976 3.2604  0.186
47 H -1.8177 -2.7565 4.1610  0.216
48 H 3.6312 -2.5065 2.7839  0.164
49 H 5.9499 -2.0436 2.0897  0.353
50 H 6.3827 -0.9265 -0.1128  0.427
51 H 4.4775 -0.3920 -1.6276  0.424
52 H 2.1507 -1.0427 -1.0121  -0.191
53 H -3.8173 -3.7803 -2.8421  0.348
54 H -5.4284 -3.9085 -0.6698  0.406
55 H -5.4419 -2.3020 0.0830  0.053
56 H -4.6394 -3.6585 0.9238  0.300
57 H 0.4116 -4.0289 -2.5130  0.248
58 H 1.5805 -4.5403 -4.6614  0.345
59 H 0.7183 -3.6705 -6.8004  0.336
60 H -1.3665 -2.2968 -6.8701  0.353
61 H -2.6333 -1.9031 -4.7206  0.209
62 H -3.3880 3.7567 0.9592  0.386
63 H -2.7235 6.1104 1.4877  0.330
64 H -0.8828 6.5112 3.1629  0.350
65 H 0.1913 4.5952 4.3118  0.361
66 H -0.4539 2.2591 3.7309  0.289
67 S -3.5079 0.1950 -3.2145  -0.732
68 Sb -2.1717 1.2537 -1.5957  0.500
69 S 0.5634 -0.7659 -3.0753  -0.369
70 S 0.6167 1.2075 -2.3845  -0.405
71 S -2.3784 3.5481 -2.0158  -0.744
72 C 0.8812 4.1275 -1.0432  -0.912
73 N 2.0515 3.3165 -0.5539  0.727
74 C 2.0359 2.2012 0.2702  -1.073
75 Se 0.5359 1.3184 0.8996  -0.024
76 N 3.3446 1.8602 0.5529  0.267
77 C 4.2086 2.5926 -0.2440  0.098
78 C 5.6023 2.5794 -0.4140  -0.748
79 C 6.1333 3.5094 -1.3114  -0.425
80 C 5.3177 4.4009 -2.0488  -0.613
81 C 3.9361 4.4465 -1.8671  -0.574
82 C 3.3820 3.5305 -0.9458  0.721
83 H -0.0400 3.8061 -0.5414  -0.038
84 H 0.7634 3.9888 -2.1333  0.433
85 H 1.0631 5.1836 -0.8034  0.376
86 H 3.5813 1.0880 1.1928  0.287
87 H 6.2423 1.8671 0.1247  0.352
88 H 7.2110 3.5537 -1.4575  0.354
89 H 5.8333 5.0921 -2.7306  0.334
90 H 3.3137 5.2080 -2.3731  0.379

Cartesian forces, eV/Å:
-0.52 -1.40 -1.07
-0.18 0.19 -0.05
-0.40 0.80 -0.01
-0.03 -0.56 0.16
-0.24 -0.88 -0.08
-1.64 -0.74 0.55
1.74 0.61 0.06
0.27 0.73 -0.49
1.81 0.37 -0.75
-0.22 -1.26 2.16
-2.23 -0.13 0.21
-0.42 0.09 0.16
-0.47 0.17 -0.25
0.33 -0.36 -0.01
1.25 -0.07 -0.46
-0.75 0.10 -0.10
0.42 0.16 -0.19
0.20 0.30 -0.13
0.64 0.46 -0.26
-1.16 -0.58 0.71
1.07 -0.63 -0.46
-1.28 0.22 0.02
-0.28 -0.51 1.26
-0.36 -0.21 0.68
0.44 0.17 -0.75
-0.39 -0.13 -0.37
0.36 0.03 -0.30
-0.48 0.28 0.02
-0.12 -0.08 -0.40
0.31 -0.14 0.21
-0.02 -0.08 0.04
-0.49 -0.03 0.33
0.41 0.39 0.19
-0.02 -0.72 0.30
-0.02 0.33 0.01
0.10 0.03 0.14
-0.08 0.42 -0.25
-0.90 -0.23 -0.27
0.14 0.03 -0.10
-0.03 0.11 -0.07
0.10 -0.05 0.12
0.15 -0.22 -0.11
0.30 0.15 -0.15
-0.19 -0.17 0.07
-0.22 0.08 0.01
0.19 0.34 0.17
0.20 -0.16 -0.15
0.13 0.25 -0.42
-0.21 0.10 -0.22
-0.35 -0.23 0.07
0.02 -0.36 0.22
0.75 0.09 0.14
0.23 0.44 0.35
0.11 0.18 0.29
0.18 -0.23 -0.02
-0.08 0.08 -0.19
-0.24 0.20 -0.46
-0.05 0.14 -0.01
-0.03 0.05 0.07
0.09 -0.21 0.29
0.71 -0.19 -0.05
0.33 0.20 0.16
0.44 -0.42 0.22
-0.16 -0.30 -0.09
0.03 0.04 -0.14
-0.13 0.29 -0.17
0.36 0.42 0.58
-0.90 0.89 -1.71
0.58 0.36 -0.05
-0.03 0.17 -0.80
-0.13 -0.34 0.43
0.71 -0.65 0.14
0.77 -0.57 0.21
-0.23 0.89 0.16
1.28 1.25 0.95
-0.35 -0.06 -0.33
-0.22 0.84 -0.40
-0.48 0.08 0.06
-0.36 0.13 -0.30
0.63 -0.11 0.46
-0.40 -0.10 0.48
0.28 -0.03 -0.07
0.35 -0.11 -0.22
0.01 -0.04 0.58
0.11 -0.24 -0.03
-0.34 0.61 -0.84
-0.37 0.38 -0.23
-0.19 -0.09 -0.02
-0.47 -0.28 0.27
0.36 -0.73 0.28

The value obtained for the calculated total energy is -196239.7004 eV. Its HOMO-LUMO gap (alpha / beta) is 3.8 / 4.5 eV. Its spin multiplicity is 5. The calculation puts the HOMO energy (alpha / beta) at 0.0043 / -0.0203 Ha. Its total charge is -2.